Molecular formula: C5H14NO
Method: DFT, the ωB97M-V functional and the def2-TZVPD basis

Last column: Mulliken charge in e.
Atoms and positions in Å:
C: -0.38378 -0.30000 -1.42568  -0.8292
C: 0.67273 0.32017 -0.51497  -0.6888
C: 1.41271 -0.56633 0.44600  1.3886
C: 0.89015 -1.59288 1.11115  -1.3801
C: 2.83741 -0.15446 0.67050  -1.4141
N: -1.64540 -0.53700 -0.66688  -0.0814
H: -0.51906 0.32355 -2.30154  0.4125
H: -0.02704 -1.22376 -1.86167  0.4087
H: 0.17857 1.16325 0.00230  0.3328
H: 1.35668 0.90716 -1.11795  0.3966
H: -0.10718 -2.02886 1.12092  0.2092
H: 1.59228 -2.12527 1.73134  0.2700
H: 3.43407 -0.32609 -0.22485  0.3382
H: 2.86284 0.86836 1.03438  0.3480
H: 3.31064 -0.76776 1.43222  0.4074
H: -1.91814 0.32722 -0.18880  0.2694
H: -2.35054 -1.03637 -1.20140  0.3829
H: -1.40247 -1.15430 0.12560  0.2610
H: -2.72569 2.29452 1.36279  0.3266
H: -2.50226 2.98814 -0.03726  0.3170
O: -2.62107 2.14467 0.41212  -0.6751

Atoms 1-2, force components in eV/Å:
1.303 0.037 -0.419
-0.809 0.899 -0.008

Results
**DFT total energy**: -328.641709 Eh
**Spin multiplicity**: 1
**Charge**: +1

=====

Molecular formula: C5H14NO
Method: DFT, the ωB97M-V functional and the def2-TZVPD basis

Last column: Mulliken charge in e.
Atoms and positions in Å:
C: -2.28145 -0.94913 -1.29215  -1.0898
C: -2.01785 -1.11756 0.20149  -0.5284
C: -1.41687 0.15296 0.86282  -0.6412
C: -0.00238 0.39723 0.45624  0.1431
C: 0.90222 0.82099 1.33004  -0.5805
N: 2.12715 1.52044 0.82008  -0.1765
H: -1.46810 -0.38211 -1.74291  0.2974
H: -2.53866 -1.90068 -1.75676  0.3391
H: -3.15394 -0.31146 -1.45394  0.3203
H: -2.82952 -1.51257 0.80727  0.3748
H: -1.18101 -1.83224 0.27686  0.2959
H: -2.02341 1.02998 0.67628  0.3422
H: -1.40242 -0.06827 1.92826  0.3472
H: 0.27209 0.11668 -0.55546  0.2093
H: 0.63300 1.20047 2.29974  0.3413
H: 2.83342 1.66696 1.54079  0.4077
H: 2.54005 0.95044 0.06958  0.2235
H: 1.93041 2.43534 0.39846  0.3954
H: 2.79792 -1.01694 -2.31308  0.3071
H: 3.59763 -0.54967 -1.12514  0.3020
O: 2.68172 -0.65086 -1.42846  -0.6300

Atoms 1-2, force components in eV/Å:
-1.166 0.579 0.657
1.699 0.129 -0.248

Results
**DFT total energy**: -328.621236 Eh
**Spin multiplicity**: 1
**Charge**: +1

=====

Molecular formula: C5H14NO
Method: DFT, the ωB97M-V functional and the def2-TZVPD basis

Last column: Mulliken charge in e.
Atoms and positions in Å:
C: 1.07962 -0.50969 -1.40263  -1.2415
C: 1.58723 -0.12226 1.04131  -1.4381
C: -1.38950 0.33725 0.96983  -0.5950
C: 1.21851 0.49675 -0.29125  0.1438
C: -0.63915 1.08022 -0.09907  -0.1936
N: -1.59666 -1.03996 0.38334  -0.1996
O: -1.33102 0.92649 -1.35706  -0.6085
H: 0.63777 -0.10727 -2.31911  0.3129
H: 0.49510 -1.32439 -1.08019  0.3456
H: 1.98537 -0.97418 -1.62148  0.4375
H: 1.34861 -1.14664 1.04484  0.3963
H: 2.68060 -0.19242 1.28528  0.3524
H: 1.16765 0.28156 1.94114  0.4252
H: -0.67398 0.14357 1.78915  0.2623
H: -2.28253 0.82355 1.42734  0.3628
H: 1.58634 1.40332 -0.53588  0.5049
H: -0.36143 2.17544 0.03780  0.4565
H: -2.01493 -1.67395 1.09092  0.3852
H: -0.65960 -1.37148 0.32366  0.0663
H: -1.84601 -0.85716 -0.60902  0.4378
H: -0.99196 1.65128 -2.01891  0.3866

Atoms 1-2, force components in eV/Å:
-0.117 1.434 -0.253
2.175 0.523 -0.035

Results
**DFT total energy**: -328.568988 Eh
**Spin multiplicity**: 1
**Charge**: +1

=====

Molecular formula: C5H14NO
Method: DFT, the ωB97M-V functional and the def2-TZVPD basis

Last column: Mulliken charge in e.
Atoms and positions in Å:
C: 1.07759 0.74812 2.18146  -1.1560
C: -0.26380 0.45143 1.52597  -0.3755
C: 0.01047 -0.50255 0.29255  -0.9826
C: 1.12433 -0.20090 -0.72500  -0.5338
C: 0.74014 0.99996 -2.89277  -0.1216
N: 0.56444 0.88294 -1.64288  0.0242
H: 0.87465 1.10236 3.20011  0.3685
H: 1.62320 -0.16731 2.24710  0.3602
H: 1.61108 1.52526 1.62163  0.2579
H: -1.01696 -0.12055 2.15246  0.2980
H: -0.83427 1.27964 1.07915  0.3929
H: 0.30041 -1.45625 0.75514  0.4000
H: -0.91589 -0.67844 -0.26822  0.4696
H: 2.08797 0.23203 -0.39798  0.3238
H: 1.22929 -1.01658 -1.44314  0.4507
H: 0.68005 1.90819 -3.49462  0.2905
H: 0.77177 0.07950 -3.47027  0.2695
H: 0.00456 1.47823 -1.03515  0.2484
H: -2.20355 -2.56946 1.26842  0.3126
H: -3.53729 -1.89518 1.09156  0.3060
O: -2.63214 -1.87161 0.75973  -0.6031

Atoms 1-2, force components in eV/Å:
-1.549 1.169 0.596
-0.541 -1.395 -1.871

Results
**DFT total energy**: -328.591886 Eh
**Spin multiplicity**: 1
**Charge**: +1

=====

| no. | LUMO (eV) |
| --- | --- |
| 1 | -3.15 |
| 2 | -3.66 |
| 3 | -3.38 |
| 4 | -5.35 |